Below is a 9-piece molecular cluster, C42H108N6O15 overall, with properties calculated with wB97M-V/def2-TZVPD.

XYZ file:
```
171
Properties=species:S:1:pos:R:3:lowdin_charge:R:1
C -1.811 5.169 -2.640 -0.102
O -0.630 4.500 -2.142 -0.197
C -0.580 4.695 -0.705 -0.226
C 0.491 3.918 -0.031 -0.208
N 0.523 4.304 1.379 -0.034
C 1.730 3.872 2.071 -0.209
C 1.837 4.462 3.453 -0.178
O 0.889 3.878 4.376 -0.222
C 1.253 2.610 4.852 -0.121
H -1.743 6.243 -2.646 0.084
H -2.702 4.821 -2.165 0.067
H -1.901 4.833 -3.655 0.079
H -1.565 4.388 -0.339 0.105
H -0.455 5.744 -0.489 0.125
H 1.429 4.245 -0.419 0.111
H 0.406 2.793 -0.201 0.116
H -0.348 4.255 1.877 0.086
H 2.672 4.142 1.551 0.134
H 1.759 2.801 2.168 0.090
H 1.617 5.526 3.394 0.128
H 2.847 4.383 3.817 0.113
H 2.230 2.608 5.297 0.077
H 1.278 1.801 4.073 0.069
H 0.519 2.299 5.620 0.098
C -0.500 -3.897 0.667 -0.084
O -1.510 -3.162 1.297 -0.240
C -2.337 -3.923 2.238 -0.160
C -3.289 -2.902 2.809 -0.246
N -4.169 -2.449 1.799 -0.036
C -5.075 -1.391 2.275 -0.179
C -4.428 -0.087 2.745 -0.220
O -3.838 -0.068 4.052 -0.232
C -4.688 0.385 5.123 -0.094
H -0.923 -4.669 0.046 0.094
H 0.045 -4.402 1.457 0.092
H 0.098 -3.248 0.094 0.060
H -1.776 -4.449 3.056 0.135
H -2.840 -4.736 1.714 0.122
H -2.696 -2.138 3.354 0.116
H -3.903 -3.466 3.528 0.133
H -3.608 -2.084 1.023 0.095
H -5.748 -1.712 3.107 0.131
H -5.799 -1.106 1.526 0.086
H -5.248 0.664 2.764 0.116
H -3.722 0.270 1.999 0.105
H -4.064 0.586 5.967 0.070
H -5.339 -0.464 5.434 0.096
H -5.240 1.286 4.890 0.082
C 5.329 -2.799 5.461 -0.072
O 4.553 -1.570 5.302 -0.199
C 3.709 -1.618 4.188 -0.246
C 2.745 -0.410 4.280 -0.216
N 1.744 -0.503 5.306 -0.042
C 0.633 -1.498 5.066 -0.160
C -0.715 -1.210 5.715 -0.241
O -1.357 -2.442 5.832 -0.207
C -2.571 -2.384 6.552 -0.088
H 6.102 -2.870 4.724 0.067
H 4.624 -3.714 5.272 0.114
H 5.678 -2.826 6.495 0.083
H 3.169 -2.535 4.100 0.098
H 4.363 -1.603 3.288 0.120
H 2.229 -0.267 3.339 0.085
H 3.368 0.455 4.447 0.108
H 2.088 -0.701 6.228 0.108
H 0.937 -2.486 5.430 0.116
H 0.536 -1.684 4.009 0.097
H -1.315 -0.515 5.110 0.113
H -0.583 -0.675 6.675 0.127
H -2.374 -1.965 7.546 0.091
H -2.935 -3.407 6.510 0.093
H -3.250 -1.667 6.038 0.068
C -8.650 1.558 -4.825 -0.090
O -8.364 1.999 -3.479 -0.208
C -7.039 2.428 -3.363 -0.254
C -6.828 2.938 -1.896 -0.202
N -6.925 2.054 -0.763 -0.052
C -6.105 0.812 -0.862 -0.182
C -4.610 1.090 -0.893 -0.190
O -4.249 1.467 -2.266 -0.211
C -2.819 1.630 -2.276 -0.093
H -9.692 1.268 -4.830 0.079
H -7.996 0.681 -5.009 0.091
H -8.470 2.353 -5.569 0.089
H -6.795 3.227 -4.082 0.114
H -6.323 1.632 -3.769 0.123
H -7.638 3.696 -1.736 0.131
H -5.867 3.413 -1.854 0.093
H -7.855 1.699 -0.729 0.087
H -6.372 0.124 -1.739 0.143
H -6.362 0.260 0.035 0.084
H -4.045 0.165 -0.686 0.106
H -4.352 1.846 -0.199 0.099
H -2.402 0.615 -2.070 0.065
H -2.382 2.436 -1.567 0.103
H -2.533 1.860 -3.315 0.092
C 6.349 -4.552 -6.909 -0.092
O 5.550 -4.685 -5.723 -0.206
C 4.346 -3.871 -5.809 -0.191
C 3.715 -3.591 -4.431 -0.216
N 2.876 -2.423 -4.371 -0.067
C 1.490 -2.618 -4.821 -0.174
C 0.555 -3.529 -3.997 -0.189
O -0.105 -2.911 -2.882 -0.212
C -1.170 -2.010 -3.259 -0.098
H 5.678 -4.394 -7.720 0.070
H 6.861 -5.471 -7.017 0.075
H 6.995 -3.723 -6.803 0.072
H 3.603 -4.348 -6.541 0.139
H 4.694 -2.885 -6.128 0.107
H 4.488 -3.497 -3.675 0.105
H 3.120 -4.424 -4.045 0.101
H 2.964 -1.925 -3.508 0.076
H 1.678 -2.916 -5.888 0.129
H 1.024 -1.680 -4.931 0.080
H 1.083 -4.416 -3.502 0.138
H -0.230 -3.897 -4.599 0.092
H -1.870 -2.392 -4.035 0.099
H -0.845 -1.007 -3.573 0.071
H -1.728 -1.829 -2.319 0.072
C 7.460 -0.635 -1.051 -0.091
O 6.465 -0.291 -2.017 -0.250
C 6.795 -0.486 -3.404 -0.181
C 5.601 -0.014 -4.210 -0.210
N 5.384 1.410 -4.108 -0.070
C 4.218 1.993 -4.739 -0.204
C 2.887 1.392 -4.312 -0.227
O 2.960 1.199 -2.892 -0.198
C 1.645 1.096 -2.317 -0.112
H 7.796 -1.690 -1.223 0.102
H 6.969 -0.644 -0.056 0.096
H 8.365 -0.066 -1.039 0.073
H 6.952 -1.584 -3.580 0.133
H 7.775 0.006 -3.559 0.130
H 4.696 -0.531 -3.855 0.091
H 5.691 -0.293 -5.306 0.140
H 5.500 1.684 -3.167 0.088
H 4.283 1.800 -5.843 0.126
H 4.257 3.073 -4.528 0.121
H 2.605 0.468 -4.915 0.128
H 2.121 2.173 -4.496 0.118
H 1.771 1.146 -1.228 0.063
H 1.181 0.094 -2.686 0.104
H 0.896 1.824 -2.661 0.081
C -3.362 3.247 2.590 -0.069
C -2.350 3.492 3.754 -0.317
O -1.657 4.717 3.680 -0.103
H -3.976 2.403 2.864 0.027
H -2.898 3.102 1.603 0.060
H -4.071 4.072 2.542 0.076
H -1.671 2.585 3.630 0.112
H -2.890 3.428 4.741 0.120
H -0.886 4.652 4.298 0.080
C 3.009 -0.969 0.015 -0.073
C 3.895 -2.201 -0.167 -0.255
O 4.554 -2.266 -1.478 -0.095
H 3.621 -0.066 -0.042 0.085
H 2.578 -0.992 1.037 0.067
H 2.258 -0.863 -0.731 0.027
H 3.334 -3.103 -0.001 0.098
H 4.678 -2.201 0.610 0.100
H 5.170 -1.517 -1.470 0.030
C -0.345 0.093 1.391 -0.055
C -0.624 -0.443 -0.003 -0.332
O -1.908 -0.928 -0.189 -0.096
H -0.940 0.980 1.623 0.063
H 0.717 0.421 1.564 0.064
H -0.603 -0.672 2.155 0.070
H 0.104 -1.180 -0.331 0.088
H -0.485 0.456 -0.643 0.095
H -1.821 -1.857 0.001 0.037
```

* maximum force: 2.93 eV/Å
* highest occupied orbital energy: -8.211 eV
* frontier orbital gap: 0.3217 Ha
* energy above the lowest of the compared OMol25 structures with the same formula, charge and spin: 195.3 kJ/mol
* LUMO energy: 0.0199 hartree
* net charge: 0

=====

Below is a 2-piece molecular cluster, C2H2O2P overall, with properties calculated with wB97M-V/def2-TZVPD.

XYZ file:
```
7
Properties=species:S:1:pos:R:3:nbo_charge:R:1
C 0.488 -1.040 -0.341 -0.987
C 0.434 1.665 -0.383 1.060
O 0.176 1.745 -1.491 -0.534
O 0.832 1.784 0.705 -0.573
P -1.166 -0.866 -0.025 0.083
H 1.107 -1.687 0.353 0.133
H -1.871 -1.600 1.183 -0.182
```

* maximum force: 2.38 eV/Å
* highest occupied orbital energy: -2.856 eV
* frontier orbital gap: 0.2495 Ha
* energy above the lowest of the compared OMol25 structures with the same formula, charge and spin: 221.4 kJ/mol
* LUMO energy: 0.1445 hartree
* net charge: -1

=====

Below is C9H22N3O8SV as an isolated structure, with properties calculated with wB97M-V/def2-TZVPD.

XYZ file:
```
44
Properties=species:S:1:pos:R:3:nbo_charge:R:1
V 0.451 -0.049 -0.600 1.185
O 0.365 -1.424 0.934 -1.201
H -0.034 -2.269 0.742 0.413
S 2.418 1.300 -1.783 2.586
O 3.288 0.836 -2.873 -1.047
O 2.795 2.665 -1.467 -1.069
O 0.968 1.257 -2.164 -1.055
O 2.457 0.424 -0.586 -1.047
C 0.827 -3.142 -1.782 0.563
O 0.671 -1.954 -1.854 -0.587
N 1.862 -3.727 -1.163 -0.421
C 2.162 -5.133 -1.168 -0.390
C 2.868 -2.868 -0.538 -0.438
H 0.159 -3.915 -2.206 0.093
H 2.343 -5.565 -0.181 0.193
H 3.119 -5.311 -1.671 0.187
H 1.365 -5.667 -1.686 0.197
H 3.162 -2.074 -1.227 0.254
H 2.662 -2.425 0.434 0.256
H 3.777 -3.464 -0.397 0.172
C -2.695 0.179 -1.427 0.567
O -1.617 -0.354 -1.296 -0.593
N -3.556 0.308 -0.393 -0.427
C -3.267 -0.213 0.917 -0.431
C -4.730 1.140 -0.554 -0.402
H -3.035 0.704 -2.328 0.121
H -2.200 -0.338 1.112 0.277
H -3.736 -1.194 1.050 0.189
H -3.656 0.430 1.709 0.188
H -4.840 1.434 -1.598 0.208
H -5.623 0.692 -0.121 0.193
H -4.626 2.131 -0.087 0.185
C -0.654 2.401 1.273 0.559
O -0.490 1.594 0.381 -0.612
N 0.353 2.991 1.932 -0.403
C 0.108 3.932 2.997 -0.404
C 1.748 2.883 1.530 -0.421
H -1.619 2.727 1.687 0.102
H 0.499 4.927 2.801 0.199
H 0.508 3.488 3.920 0.194
H -0.949 3.961 3.284 0.196
H 2.321 2.596 2.423 0.180
H 1.895 2.213 0.690 0.296
H 2.178 3.871 1.334 0.195
```

* maximum force: 3.76 eV/Å
* spin multiplicity: 4
* highest occupied orbital energy (alpha / beta): -2.181 / -4.066 eV
* frontier orbital gap (alpha / beta): 0.1714 / 0.2404 Ha
* energy above the lowest of the compared OMol25 structures with the same formula, charge and spin: 0.0 kJ/mol
* LUMO energy (alpha / beta): 0.0913 / 0.0910 hartree
* net charge: -1

=====

Below is C24H39FGaN2O7 as an isolated structure, with properties calculated with wB97M-V/def2-TZVPD.

XYZ file:
```
74
Properties=species:S:1:pos:R:3:lowdin_charge:R:1
C 5.821 0.733 1.706 0.011
C 5.964 -0.104 0.461 -0.552
O 5.995 -1.291 0.541 0.128
O 6.162 0.508 -0.730 -0.002
C 5.250 1.556 -1.086 -0.180
C 4.150 1.136 -2.068 -0.176
C 3.633 -0.307 -1.959 -0.255
C 2.151 -0.373 -2.424 -0.220
Ga 0.853 -1.024 -0.967 0.527
C 1.450 -0.393 0.884 -0.175
C 1.916 1.063 0.952 -0.226
O 1.336 1.835 -0.126 -0.058
C 1.344 3.141 0.006 -0.385
O 1.749 3.778 0.943 0.049
C 0.919 -3.111 -1.021 -0.128
C 2.008 -3.662 -0.251 -0.615
O 1.963 -4.387 0.694 0.088
F 3.231 -3.277 -0.675 0.064
C -1.035 -0.474 -1.547 -0.167
C -2.029 -0.213 -0.460 -0.279
C -1.790 0.642 0.619 -0.044
C -2.740 0.884 1.610 -0.088
C -3.989 0.270 1.558 -0.123
C -4.254 -0.581 0.486 -0.113
C -3.295 -0.820 -0.501 -0.053
H 4.967 0.371 2.267 0.088
H 6.718 0.581 2.297 0.087
H 5.676 1.789 1.509 0.069
H 4.794 2.024 -0.216 0.093
H 5.851 2.328 -1.563 0.116
H 4.529 1.282 -3.080 0.107
H 3.330 1.838 -1.938 0.089
H 3.721 -0.677 -0.943 0.067
H 4.232 -0.915 -2.628 0.103
H 1.799 0.621 -2.692 0.027
H 2.026 -1.050 -3.268 0.035
H 2.283 -1.000 1.237 0.052
H 0.621 -0.539 1.573 0.046
H 3.000 1.067 0.869 0.092
H 1.637 1.484 1.911 0.106
H 0.955 3.648 -0.882 0.142
H 1.043 -3.441 -2.053 0.067
H 0.008 -3.557 -0.639 0.062
H -1.424 -1.308 -2.128 0.029
H -0.995 0.358 -2.248 0.065
H -0.847 1.161 0.700 0.089
H -2.486 1.547 2.422 0.063
H -4.740 0.465 2.309 0.080
H -5.233 -1.042 0.427 0.084
H -3.559 -1.474 -1.319 0.086
C -0.283 2.343 5.182 -0.347
O -0.305 1.644 4.193 0.032
N -1.380 2.839 5.797 -0.201
C -1.290 3.666 6.981 -0.070
C -2.686 2.528 5.243 -0.044
H 0.660 2.638 5.676 0.132
H -1.819 3.195 7.813 0.085
H -1.733 4.647 6.793 0.086
H -0.247 3.801 7.260 0.079
H -2.841 1.448 5.226 0.096
H -2.757 2.895 4.219 0.083
H -3.458 2.997 5.849 0.082
C -3.352 -2.402 -4.625 -0.344
O -3.173 -1.334 -4.084 0.029
N -4.569 -2.934 -4.882 -0.204
C -4.729 -4.219 -5.526 -0.070
C -5.746 -2.180 -4.489 -0.045
H -2.517 -3.047 -4.953 0.136
H -5.287 -4.110 -6.459 0.084
H -5.270 -4.907 -4.871 0.086
H -3.753 -4.645 -5.749 0.080
H -5.755 -1.210 -4.989 0.091
H -5.737 -2.004 -3.413 0.090
H -6.640 -2.736 -4.759 0.081
```

* maximum force: 1.55 eV/Å
* highest occupied orbital energy: -4.480 eV
* frontier orbital gap: 0.2499 Ha
* LUMO energy: 0.0853 hartree
* net charge: -1

=====

Below is an isolated molecule of C5H12N2O2, with properties calculated with wB97M-V/def2-TZVPD.

XYZ file:
```
21
Properties=species:S:1:pos:R:3:nbo_charge:R:1
C 1.790 -0.701 1.236 -0.654
C 0.900 -0.636 -0.006 0.020
O 1.608 -0.439 -1.098 -0.708
C -0.158 0.497 0.206 0.179
N -0.045 1.791 0.049 -0.270
N 1.181 2.356 -0.294 -0.643
C -1.510 -0.128 0.367 0.044
C -2.012 -0.890 -0.877 -0.604
O -2.513 0.880 0.561 -0.727
H 2.659 0.130 1.108 0.233
H 2.299 -1.867 1.448 0.218
H 1.037 -0.280 2.242 0.234
H 0.273 -1.614 -0.027 0.164
H 2.064 -1.336 -1.276 0.484
H 0.967 3.104 -1.046 0.366
H 1.749 1.564 -0.763 0.359
H -1.720 -0.743 1.216 0.196
H -2.890 -1.303 -0.469 0.221
H -1.402 -1.785 -1.011 0.188
H -2.107 -0.287 -1.742 0.218
H -2.169 1.687 0.175 0.482
```

* maximum force: 5.53 eV/Å
* highest occupied orbital energy: -9.022 eV
* frontier orbital gap: 0.3461 Ha
* energy above the lowest of the compared OMol25 structures with the same formula, charge and spin: 479.1 kJ/mol
* LUMO energy: 0.0145 hartree
* net charge: 0

=====

Below is an isolated molecule of C2H2ClIO, with properties calculated with wB97M-V/def2-TZVPD.

XYZ file:
```
7
Properties=species:S:1:pos:R:3:nbo_charge:R:1
O 0.025 -1.605 0.942 -0.461
C 0.552 -0.675 0.443 0.396
C -0.210 0.337 -0.393 -0.425
Cl 0.161 2.053 0.251 -0.059
I -2.292 -0.029 -0.360 0.185
H 1.560 -0.405 0.495 0.128
H 0.203 0.324 -1.378 0.236
```

* maximum force: 2.29 eV/Å
* highest occupied orbital energy: -9.896 eV
* frontier orbital gap: 0.3602 Ha
* energy above the lowest of the compared OMol25 structures with the same formula, charge and spin: 23.4 kJ/mol
* LUMO energy: -0.0035 hartree
* net charge: 0

=====

Below is an isolated molecule of C5H8O, with properties calculated with wB97M-V/def2-TZVPD.

XYZ file:
```
14
Properties=species:S:1:pos:R:3:nbo_charge:R:1
O 1.671 1.377 -1.026 -0.518
C 1.730 0.910 0.085 0.445
C 1.051 -0.386 0.492 -0.518
C -0.180 -0.620 -0.358 -0.232
C -1.578 -0.697 0.197 -0.415
C -1.114 0.538 -0.525 -0.408
H 2.282 1.445 0.886 0.105
H 1.790 -1.190 0.356 0.244
H 0.824 -0.359 1.566 0.219
H -0.010 -1.204 -1.257 0.221
H -2.284 -1.371 -0.283 0.218
H -1.709 -0.615 1.273 0.209
H -1.448 0.783 -1.527 0.224
H -0.916 1.405 0.104 0.206
```

* maximum force: 0.53 eV/Å
* highest occupied orbital energy: -9.752 eV
* frontier orbital gap: 0.3988 Ha
* energy above the lowest of the compared OMol25 structures with the same formula, charge and spin: 138.8 kJ/mol
* LUMO energy: 0.0404 hartree
* net charge: 0

=====

Below is a 7-piece molecular cluster, C21H56O7 overall, with properties calculated with wB97M-V/def2-TZVPD.

XYZ file:
```
84
Properties=species:S:1:pos:R:3:lowdin_charge:R:1
C -5.547 0.707 1.987 -0.056
C -4.777 0.640 0.685 -0.496
C -3.672 -0.429 0.722 -0.057
O -5.673 0.290 -0.364 -0.048
H -6.154 1.613 2.047 0.079
H -4.833 0.758 2.815 0.068
H -6.182 -0.158 2.174 0.085
H -4.343 1.628 0.483 0.124
H -4.147 -1.385 0.945 0.088
H -2.885 -0.255 1.456 0.052
H -3.225 -0.444 -0.273 0.068
H -5.363 0.642 -1.203 0.088
C 1.754 0.082 -1.610 -0.054
C 0.746 0.416 -0.544 -0.465
C -0.584 0.844 -1.158 -0.050
O 0.524 -0.749 0.254 -0.085
H 1.984 0.939 -2.248 0.069
H 1.457 -0.760 -2.238 0.071
H 2.733 -0.192 -1.205 0.091
H 1.064 1.204 0.146 0.120
H -0.443 1.663 -1.871 0.081
H -1.344 1.127 -0.430 0.052
H -0.988 0.033 -1.774 0.083
H 0.650 -0.544 1.204 0.056
C -0.743 -1.360 3.857 -0.042
C 0.740 -1.031 3.931 -0.459
C 1.625 -2.250 3.698 -0.042
O 1.086 -0.110 2.881 -0.087
H -0.971 -2.140 4.587 0.086
H -1.052 -1.686 2.865 0.066
H -1.324 -0.463 4.088 0.067
H 0.993 -0.565 4.889 0.137
H 1.382 -2.732 2.748 0.079
H 1.521 -2.978 4.504 0.081
H 2.670 -1.947 3.634 0.083
H 0.738 0.776 3.086 0.061
C 0.045 3.749 1.868 -0.042
C -0.815 3.218 3.010 -0.460
C -2.006 2.378 2.510 -0.054
O 0.037 2.402 3.794 -0.057
H -0.510 4.524 1.325 0.090
H 0.193 3.004 1.084 0.062
H 0.966 4.177 2.249 0.079
H -1.291 4.033 3.567 0.138
H -2.610 2.935 1.788 0.083
H -2.668 2.073 3.321 0.077
H -1.617 1.489 2.009 0.058
H -0.243 2.275 4.706 0.110
C -0.333 -5.425 -1.215 -0.063
C -0.453 -3.987 -0.778 -0.507
C -1.363 -3.743 0.411 -0.051
O 0.877 -3.484 -0.576 -0.074
H 0.119 -6.008 -0.404 0.085
H 0.263 -5.593 -2.110 0.066
H -1.295 -5.912 -1.399 0.079
H -0.832 -3.405 -1.635 0.130
H -1.565 -2.681 0.530 0.050
H -0.897 -4.121 1.326 0.083
H -2.300 -4.287 0.276 0.080
H 0.786 -2.528 -0.403 0.040
C 0.963 -3.747 -4.780 -0.058
C 1.456 -2.396 -5.229 -0.484
C 2.900 -2.112 -4.794 -0.062
O 1.403 -2.388 -6.674 -0.067
H 0.993 -3.848 -3.690 0.065
H 1.458 -4.601 -5.237 0.087
H -0.107 -3.861 -4.985 0.083
H 0.820 -1.569 -4.899 0.127
H 3.051 -2.208 -3.719 0.073
H 3.217 -1.110 -5.091 0.076
H 3.529 -2.853 -5.292 0.085
H 2.003 -1.691 -6.963 0.075
C 3.038 5.834 -1.285 -0.061
C 2.977 4.597 -0.390 -0.518
C 3.566 3.339 -0.987 -0.048
O 3.534 4.800 0.893 -0.042
H 2.542 5.604 -2.233 0.079
H 4.039 6.176 -1.570 0.081
H 2.531 6.693 -0.843 0.074
H 1.885 4.470 -0.291 0.115
H 3.463 2.550 -0.237 0.079
H 4.644 3.403 -1.145 0.088
H 3.043 3.089 -1.906 0.073
H 3.148 5.562 1.330 0.085
```

* maximum force: 1.46 eV/Å
* highest occupied orbital energy: -9.457 eV
* frontier orbital gap: 0.3579 Ha
* energy above the lowest of the compared OMol25 structures with the same formula, charge and spin: 62.4 kJ/mol
* LUMO energy: 0.0103 hartree
* net charge: 0